# 1
# C36H75Cl32O6PS

C36H75Cl32O6PS as an isolated structure (ωB97M-V/def2-TZVPD, OMol25).

Computed properties:
HOMO level = -0.315 Eh
total energy = -471679.680 eV
HOMO-LUMO gap = 0.3222 hartree

The geometry in ORCA input format:
```
! RIJCOSX wB97M-V def2-TZVPD def2/J DEFGRID3
* xyz 0 1
C 2.4946 -0.8934 -0.2299
O 1.8113 -0.8952 1.0174
C 0.4112 -1.0229 0.9250
C -0.0996 -1.9780 -0.1460
C -1.5408 -2.3239 0.1293
O -2.3253 -1.1108 0.0440
S -3.8215 -1.1961 0.5770
O -3.9371 -2.3375 1.4371
O -4.4732 -1.7574 -0.8935
P -6.0399 -1.3169 -0.9520
O -6.7189 -2.7790 -1.0640
O -6.1144 -0.7722 -2.4762
H 1.9462 -0.3522 -0.9955
H 2.7379 -1.9118 -0.5187
H 3.4295 -0.3647 -0.0758
H -0.0792 -0.0518 0.8309
H 0.0886 -1.4425 1.8787
H 0.0004 -1.5777 -1.1507
H 0.4514 -2.9159 -0.0850
H -1.9290 -3.0234 -0.6006
H -1.5951 -2.7591 1.1215
H -7.6190 -2.6930 -0.7290
H -6.7072 -0.0118 -2.4525
Cl -2.5277 0.2721 2.8458
C -1.8993 0.5996 4.4837
C -2.4121 1.9031 5.0326
Cl -1.7722 3.3133 4.1467
H -0.8152 0.5903 4.4285
H -2.2251 -0.2175 5.1251
H -2.0997 2.0075 6.0691
H -3.4971 1.9501 4.9833
Cl 6.9780 -0.2071 0.2061
C 7.1517 -1.9777 0.0456
C 6.8064 -2.4610 -1.3349
Cl 5.0703 -2.2921 -1.6891
H 6.5202 -2.4431 0.7979
H 8.1897 -2.2151 0.2660
H 7.0428 -3.5205 -1.4164
H 7.3584 -1.9173 -2.0977
Cl -2.4335 -5.2384 -2.4430
C -3.3838 -5.1866 -0.9288
C -4.3810 -6.3079 -0.8385
Cl -5.6965 -6.1377 -2.0359
H -3.8767 -4.2190 -0.8767
H -2.6783 -5.2652 -0.1036
H -4.8439 -6.3000 0.1471
H -3.9134 -7.2764 -0.9954
Cl 1.8222 0.7430 -3.1234
C 0.8161 2.2175 -3.1243
C 1.3226 3.2039 -2.1096
Cl 1.0918 2.5874 -0.4457
H -0.2102 1.9253 -2.9158
H 0.8609 2.6462 -4.1240
H 0.7823 4.1388 -2.1960
H 2.3823 3.4050 -2.2428
Cl -10.2213 1.8164 2.6874
C -8.6457 2.4681 3.2102
C -7.8560 3.0395 2.0625
Cl -7.3090 1.7739 0.9333
H -8.1014 1.6668 3.7026
H -8.8506 3.2523 3.9366
H -6.9629 3.5317 2.4439
H -8.4410 3.7624 1.5004
Cl 4.8770 -5.9064 -1.6712
C 6.2002 -7.1074 -1.6610
C 6.8794 -7.2149 -0.3255
Cl 7.8278 -5.7561 0.0966
H 6.9001 -6.8358 -2.4475
H 5.7661 -8.0763 -1.9032
H 7.5730 -8.0542 -0.3519
H 6.1607 -7.3795 0.4731
Cl -7.0608 -6.0189 4.7309
C -7.1856 -6.1715 2.9573
C -7.1453 -7.6057 2.5008
Cl -5.5430 -8.3490 2.7571
H -6.3789 -5.5903 2.5174
H -8.1353 -5.7267 2.6658
H -7.3446 -7.6558 1.4324
H -7.8812 -8.2092 3.0253
Cl -0.8524 7.2228 -1.1149
C -1.1914 7.6128 -2.8247
C -1.0479 6.4044 -3.7062
Cl 0.6470 5.8566 -3.8252
H -0.5158 8.4057 -3.1268
H -2.2083 7.9886 -2.8724
H -1.3746 6.6448 -4.7175
H -1.6415 5.5711 -3.3372
Cl 0.3627 7.9450 -7.2926
C -0.8320 9.2379 -7.0090
C -0.2000 10.4960 -6.4703
Cl 0.4279 10.2931 -4.8113
H -1.5836 8.8502 -6.3284
H -1.3041 9.4553 -7.9658
H -0.9409 11.2924 -6.4308
H 0.6273 10.8162 -7.0977
Cl -4.5034 10.8322 -1.8039
C -4.9082 11.2341 -3.4905
C -4.7881 10.0361 -4.3940
Cl -3.0859 9.5159 -4.5716
H -4.2520 12.0392 -3.8102
H -5.9356 11.5932 -3.5010
H -5.1537 10.2808 -5.3894
H -5.3545 9.1901 -4.0148
Cl 3.1200 5.8758 0.3688
C 4.8088 5.3858 0.6545
C 5.4062 4.6560 -0.5216
Cl 4.6336 3.0706 -0.7618
H 4.8180 4.7650 1.5464
H 5.3763 6.2930 0.8549
H 6.4641 4.4772 -0.3376
H 5.3034 5.2244 -1.4427
Cl -0.5749 2.2223 8.3896
C 1.1302 2.7287 8.2393
C 1.4898 3.1532 6.8399
Cl 1.4844 1.7920 5.6927
H 1.7491 1.8998 8.5716
H 1.2699 3.5664 8.9198
H 2.4979 3.5639 6.8387
H 0.8043 3.9072 6.4602
Cl 0.3963 8.0064 5.6124
C 0.9840 7.9844 3.9261
C 1.0935 6.5902 3.3732
Cl 2.3881 5.6456 4.1455
H 1.9430 8.4948 3.9026
H 0.2691 8.5504 3.3317
H 1.3371 6.6386 2.3165
H 0.1642 6.0392 3.4953
Cl -8.3308 -8.2828 -0.7646
C -7.5974 -9.0600 -2.1934
C -7.7614 -10.5564 -2.1643
Cl -6.8013 -11.3071 -0.8629
H -6.5522 -8.7706 -2.2266
H -8.0974 -8.6507 -3.0693
H -7.4106 -10.9765 -3.1052
H -8.7997 -10.8414 -2.0179
Cl 5.5352 -10.3783 -2.3228
C 6.8607 -11.5735 -2.3581
C 7.5896 -11.6623 -1.0442
Cl 8.5284 -10.1860 -0.6827
H 7.5318 -11.2998 -3.1675
H 6.4108 -12.5373 -2.5879
H 8.2998 -12.4861 -1.0784
H 6.9027 -11.8266 -0.2187
Cl 9.5236 -1.8731 3.0044
C 11.2457 -1.6891 2.5876
C 11.4418 -1.0527 1.2362
Cl 10.9266 -2.1239 -0.0942
H 11.7092 -2.6709 2.6326
H 11.6906 -1.0571 3.3542
H 12.4993 -0.8462 1.0819
H 10.8846 -0.1236 1.1510
*
```

=====

# 2
# C25H40N3O4S3

A 2-piece molecular cluster, C25H40N3O4S3 overall at a distorted geometry (ωB97M-V/def2-TZVPD, OMol25).

Computed properties:
HOMO level = -0.390 Eh
total energy = -71728.802 eV
HOMO-LUMO gap = 0.2187 hartree

The geometry in ORCA input format:
```
! RIJCOSX wB97M-V def2-TZVPD def2/J DEFGRID3
* xyz 1 1
C 4.1604 -3.5720 3.7215
C 4.6643 -2.5078 3.0780
C 3.8563 -1.5797 2.2820
N 2.5118 -1.5998 2.4101
C 1.6486 -0.8272 1.7132
S -0.0585 -0.9274 2.0802
C 2.1488 0.0646 0.7722
C 1.2342 0.9330 -0.0640
C 0.1718 0.1590 -0.8922
C -1.2421 0.7741 -0.8076
C -2.3664 -0.2634 -0.7365
N -2.9263 -0.4599 0.6190
C -4.0881 -1.3936 0.5606
C -3.6192 -2.8261 0.3214
C -4.6866 -3.9221 0.5665
C -6.0516 -3.4269 1.0584
C -3.3953 0.7885 1.1595
S -2.7760 1.3338 2.5569
S -4.6007 1.6549 0.2061
C -5.8700 2.1771 1.4163
C -5.5508 3.4009 2.2605
C -6.7973 3.8040 3.0624
C 3.5416 0.1298 0.6402
C 4.1228 1.1034 -0.3602
O 4.1871 0.8307 -1.5218
O 4.5401 2.2745 0.1285
C 4.4130 -0.6873 1.3733
C 5.9033 -0.5844 1.1816
O 6.4250 0.3250 2.1536
O 7.1041 1.4005 1.5192
H 4.7145 -4.4944 3.8215
H 3.1599 -3.5301 4.1442
H 5.7267 -2.3080 3.1198
H 2.1161 -2.2409 3.0851
H -0.1555 -2.2659 2.1450
H 0.7716 1.6536 0.6173
H 1.8284 1.5178 -0.7614
H 0.5158 0.2247 -1.9247
H 0.1600 -0.8939 -0.6206
H -1.4023 1.3645 -1.7107
H -1.2734 1.4846 0.0174
H -1.9460 -1.2281 -1.0274
H -3.1587 -0.0652 -1.4705
H -4.7365 -1.0917 -0.2672
H -4.6135 -1.2862 1.5079
H -2.7091 -3.0121 0.8958
H -3.3293 -2.8891 -0.7298
H -4.8473 -4.5110 -0.3353
H -4.3082 -4.5904 1.3413
H -5.9608 -3.0250 2.0702
H -6.7432 -4.2646 1.1392
H -6.4866 -2.6519 0.4296
H -6.7127 2.4262 0.7699
H -6.1026 1.3042 2.0244
H -5.2096 4.2227 1.6300
H -4.7655 3.1890 2.9812
H -6.5753 4.7122 3.6233
H -7.6590 3.9665 2.4176
H -7.0086 3.0407 3.8126
H 4.3955 2.3437 1.0825
H 6.1492 -0.2310 0.1808
H 6.3805 -1.5569 1.3024
H 7.9588 1.0269 1.2531
C 4.3318 2.2028 -4.7251
C 3.9521 0.8214 -5.2435
C 3.6628 0.8085 -6.7492
C 2.5411 1.6905 -7.0745
N 1.6608 2.3764 -7.3287
H 3.5195 2.9177 -4.8650
H 4.5529 2.1598 -3.6600
H 5.2146 2.5866 -5.2399
H 3.0734 0.4582 -4.7061
H 4.7632 0.1208 -5.0372
H 3.4118 -0.1984 -7.0843
H 4.5384 1.1388 -7.3101
*
```